# 1
C59H52F2GeP3Pb as an isolated structure in a non-equilibrium geometry, computed with the ωB97M-V functional and the def2-TZVPD basis.

The geometry in ORCA input format:
```
! RIJCOSX wB97M-V def2-TZVPD def2/J DEFGRID3
* xyz -1 1
Pb -1.1862 0.6559 -1.0769
Ge 2.0651 0.8127 1.5622
P -0.6706 2.9884 0.2645
P 2.4425 -1.8689 -0.8438
P -0.1694 -1.6816 0.8748
F 3.7297 1.3300 2.0988
F -0.9810 1.2191 -3.1417
C -2.4137 3.6075 0.1434
C 1.6287 -1.7914 -3.5824
C -4.6168 4.2733 1.1521
C -0.3872 3.9616 4.2021
C 6.3670 -3.8551 0.5824
C -2.0543 -0.3849 2.3611
C 1.5639 2.5384 3.6478
C -4.2441 -1.7589 1.2847
C 1.6306 5.4563 -2.1894
C 6.1882 -3.7414 -0.7813
C 3.5769 2.3550 -1.9712
C -3.3362 -0.3556 -0.7133
C -1.8489 -1.1026 1.1824
C 2.7549 -0.1791 -1.2964
C -5.6701 -0.7833 -1.6972
C -4.1756 -0.6707 -1.9479
C 5.0442 -3.1554 -1.3287
C 0.6423 -1.3859 2.4899
C -0.7164 -3.9109 -0.5020
C 5.3559 -3.4743 1.4290
C -3.0947 -1.4876 0.3361
C -3.6282 -1.8904 -2.6898
C 1.6810 6.6474 -1.4478
C 3.9253 1.3208 -2.8515
C 0.8994 -1.7772 4.8990
C 1.0962 2.2886 2.3783
C 0.2003 5.6620 0.2295
C 2.4800 0.8878 -0.3487
C -3.4144 3.4575 1.0895
C -4.2069 -1.4742 2.5877
C 4.1531 -2.9187 0.9505
C 2.3140 -4.4984 -3.9665
C -3.1940 -0.5760 3.1032
C 4.0759 -2.6718 -0.4588
C 2.9145 2.1996 -0.7788
C -4.0339 0.6461 -2.8386
C 3.5559 0.0293 -2.4413
C -3.8677 5.2081 -0.9275
C 0.9230 6.7773 -0.2948
C 0.0661 -1.6472 3.7354
C 0.8785 3.4595 4.4980
C -0.4621 -3.4519 0.8105
C -0.3517 -5.7614 1.5200
C -0.1340 2.9857 1.9767
C 2.0718 -2.5835 -2.5175
C 2.2462 -1.4161 4.8038
C 2.1121 -3.6832 -5.0454
C -0.8500 3.7623 2.8706
C 1.7011 -2.3527 -4.8574
C 0.9484 4.3846 -1.6015
C 1.8937 -0.7632 2.5303
C -4.7816 5.1755 0.1087
C 2.7447 -0.8718 3.6645
C -0.6147 -6.2449 0.2372
C -0.2110 -4.3831 1.8160
C 0.2642 4.4499 -0.4253
C 2.3303 -3.9210 -2.6894
C -2.6684 4.5468 -0.9095
C -0.9129 -5.2816 -0.7685
H -1.7210 4.2362 2.4921
H 2.9094 -1.6461 5.6114
H -6.0445 -0.1292 -0.8978
H 0.8832 3.3872 -2.1361
H 4.9663 -3.0305 -2.3971
H 3.3555 -2.6145 1.5798
H -2.9430 -2.3804 -0.2283
H 2.4966 -5.5624 -4.1274
H -5.7088 5.7634 0.0818
H 0.2253 -4.0618 2.7539
H -1.3659 0.3053 2.8222
H 7.0355 -3.9952 -1.3710
H -4.4252 1.4470 -2.1896
H 2.5083 2.1382 3.9794
H -4.2315 -2.2211 -3.5471
H -5.8828 -1.7363 -1.2915
H -4.1302 5.9056 -1.6860
H -3.3559 0.0232 3.9772
H 5.4501 -3.4897 2.4642
H -3.4797 -2.7727 -2.0131
H -5.2278 -2.0319 0.7943
H -5.4043 4.1685 1.9161
H 1.3942 -0.7449 -3.4228
H -4.6843 0.4612 -3.7168
H -2.9914 0.9852 -3.0237
H -0.7243 -7.2737 0.1112
H -3.5112 0.6480 -0.2343
H -0.1952 -6.4669 2.2661
H -1.1249 4.2902 4.9494
H 3.8282 3.3674 -2.2286
H -1.1843 -5.6190 -1.7735
H 2.5449 -4.6338 -1.9395
H -5.0478 -1.7305 3.2193
H 4.4784 1.4349 -3.7753
H 7.2908 -4.2159 1.0683
H -3.2489 2.8033 1.9434
H 1.2815 3.8221 5.4806
H -0.9465 -1.8020 3.9841
H -6.3054 -0.4627 -2.5689
H 0.8389 7.7684 0.1686
H -0.5361 5.8094 0.9984
H 3.8313 -0.8515 -3.0957
H 2.0758 -4.1907 -5.9910
H -2.5823 -1.7455 -3.1138
H -2.0496 4.6495 -1.8138
H 0.4244 -2.0567 5.8463
H 2.1771 5.3611 -3.1563
H -0.8691 -3.2103 -1.3438
H 1.4888 -1.7102 -5.7996
H 3.6814 -0.2958 3.6923
H 2.9894 2.9971 -0.0588
H 2.1979 7.5785 -1.7490
*
```

The value obtained for the total energy is -5772.8205 Eh.


# 2
C59H59N5P2Pt as an isolated structure, computed with the ωB97M-V functional and the def2-TZVPD basis.

The geometry in ORCA input format:
```
! RIJCOSX wB97M-V def2-TZVPD def2/J DEFGRID3
* xyz 2 1
Pt 0.1564 0.6898 1.0913
P -0.1676 0.9853 3.3898
P 0.6637 1.2445 -1.2222
N 1.6447 -2.1012 2.1108
N 0.5192 2.6574 1.2061
N 2.0715 -0.9849 1.7860
N -1.2355 -0.4804 -2.5149
N -0.5143 -1.3635 1.2774
C 0.0864 -3.6728 -4.3146
C -0.7734 -1.8515 -2.7851
C 3.0218 1.8795 -2.6708
C 4.3617 -0.3725 -1.7527
C 0.3082 -2.1401 5.9625
C 0.5590 -0.2095 4.5395
C 0.4451 -2.0969 -1.8950
C 0.0731 0.9862 -4.0284
C -1.0655 -4.5875 -3.8920
C 2.4797 -1.1580 5.6455
C 5.2179 0.8618 2.0488
C -2.4968 0.0965 -2.9433
C -2.1902 2.7096 -3.3120
C 5.7284 -1.4936 2.2061
C -2.0507 1.7036 5.2887
C -2.2621 1.7499 -1.0696
C 4.9920 0.4982 -2.6262
C 1.9290 -0.2056 4.8040
C -0.5607 0.7526 -5.1841
C -2.8159 0.0455 -4.4084
C -3.3267 1.7817 5.8176
C -3.0190 5.0354 -3.7514
C -0.2722 -4.4586 -1.5254
C -2.7443 2.9328 -0.5575
C 0.6823 2.5843 3.6498
C 3.0614 -0.1193 -1.3425
C 0.4341 3.0752 -1.2304
C -0.5068 0.7678 -2.6565
C 0.3161 4.6912 2.1204
C 0.8884 -3.5595 -1.9628
C -0.2660 -3.4461 2.4427
C 3.4638 -0.7712 1.9250
C -1.9212 -2.7818 -2.3869
C 2.3737 1.0015 -1.7958
C -1.9409 1.5541 -2.4668
C 0.2508 4.8205 0.7078
C 4.3878 -1.8046 2.0805
C 0.4980 3.3569 2.3898
C 3.8755 0.5575 1.9026
C 6.1421 -0.1635 2.1974
C -2.7201 3.8746 -2.8450
C -2.9868 3.1217 0.9106
C 1.2903 -3.9011 -3.3985
C -0.3596 -2.2059 -4.2314
C -1.6045 -3.7384 2.2737
C 1.6715 -2.1288 6.2211
C 4.3198 1.6271 -3.0809
C -2.9480 0.7353 3.2772
C -2.9824 3.9686 -1.4612
C -1.8556 1.1862 4.0061
C 0.2466 -2.2637 1.9353
C 0.3632 3.5534 0.1832
C -4.4154 1.3278 5.0816
C -1.7919 -1.6940 1.0668
C -4.2274 0.8045 3.8125
C -0.2483 -1.1850 5.1255
C -1.4702 -4.2447 -2.4565
C -1.9373 0.3125 -5.3768
C -2.3789 -2.8490 1.5475
H -0.3273 -2.8831 6.4248
H -3.4756 2.1898 6.8077
H -2.7096 5.9778 -3.3013
H -1.9176 -4.4583 -4.5645
H -0.5523 -4.2409 -0.4891
H 2.1278 -3.2710 -3.7125
H -1.2054 2.0359 5.8786
H 0.0060 0.9160 -6.0935
H -2.3737 -1.0053 0.4732
H 5.5441 1.8926 2.0383
H 2.1038 -2.8720 6.8772
H 0.0369 -5.5059 -1.5631
H 4.0389 -2.8275 2.0954
H -4.0917 5.0980 -3.9405
H 0.1602 5.7333 0.1419
H -3.1756 4.1679 1.1422
H 0.2883 3.1027 4.5228
H -3.3555 -0.2324 -2.3571
H 2.5773 0.5359 4.3563
H -1.1976 -2.0517 -4.9113
H -2.3019 -4.8790 -2.1410
H -5.4093 1.3801 5.5043
H 4.8100 2.3198 -3.7510
H 1.0971 1.3242 -4.0861
H -1.9429 2.6422 -4.3612
H 2.5789 -0.8037 -0.6585
H -2.0332 -4.6432 2.6809
H -1.3161 -1.1924 4.9400
H 0.2876 5.4869 2.8459
H -0.7566 -5.6331 -3.9538
H 1.2640 -1.4532 -2.2367
H -2.2597 0.2040 -6.4051
H 1.7407 -3.6997 -1.2916
H -2.7729 -2.6287 -3.0592
H 6.0044 0.3042 -2.9527
H -3.3654 4.9078 -1.0756
H -3.8246 -0.2500 -4.6709
H 2.5331 2.7699 -3.0436
H 0.2042 -1.8247 -0.8683
H -2.5149 4.9264 -4.7093
H -3.4200 -3.0460 1.3383
H -5.0761 0.4517 3.2411
H 3.1270 1.3342 1.7725
H 1.6210 -4.9403 -3.4608
H 0.4149 -4.1052 2.9616
H -2.7922 0.3368 2.2832
H 4.8773 -1.2499 -1.3857
H 1.7389 2.3723 3.8319
H 7.1920 0.0712 2.3074
H -2.0934 0.9151 -0.4014
H -2.2504 -2.5478 -1.3691
H 3.5401 -1.1386 5.8569
H 6.4576 -2.2844 2.3158
H -3.8487 2.5413 1.2421
H 1.2701 3.5501 -1.7418
H 0.3660 -3.8887 -5.3482
H 0.4643 -1.5640 -4.5504
H -2.1163 2.8016 1.4823
H -0.4623 3.3332 -1.7935
*
```

The value obtained for the total energy is -3358.9861 Eh.


| no. | Kohn-Sham gap (eV) |
| --- | --- |
| 1 | 4.45 |
| 2 | 5.08 |